1.
Computed, not measured: a molecular structure, C25H16Br4ClN6O6ReSSe at a distorted geometry, with ωB97M-V with the def2-TZVPD basis set.

Atoms and positions in Å:
Re (0.9634, -0.2825, -1.0754)
Br (5.1087, 3.9480, 2.7973)
C (4.3443, 2.9418, 1.4047)
C (5.0183, 2.7879, 0.1923)
Br (6.6839, 3.6115, -0.0847)
C (4.4593, 1.9988, -0.8148)
Br (5.3092, 1.6990, -2.4604)
C (3.2294, 1.3947, -0.6170)
O (2.6606, 0.5750, -1.5057)
C (2.5042, 1.6003, 0.5632)
O (1.3012, 1.0006, 0.6258)
C (3.0951, 2.3350, 1.5844)
Br (2.2185, 2.4233, 3.2666)
O (-2.6363, -3.7738, -4.1639)
C (-3.2074, -3.4992, -3.0076)
O (-4.2331, -4.0049, -2.6466)
C (-2.5260, -2.4872, -2.1253)
C (-3.0720, -1.9650, -0.9630)
Cl (-4.5202, -2.3331, -0.1877)
N (-2.2006, -1.0671, -0.4341)
N (-1.0748, -1.0234, -1.1934)
C (-1.2881, -1.8384, -2.2244)
C (-0.1978, -1.8486, -3.2538)
O (-0.3281, -2.4268, -4.3102)
O (0.8447, -1.1604, -2.8901)
C (-2.5127, 0.0403, 0.4332)
C (-3.6662, 0.7452, 0.1053)
C (-4.2893, 1.8017, 0.7678)
C (-3.9069, 2.5187, 1.9123)
C (-2.7349, 2.5422, 2.6121)
C (-1.5691, 0.2763, 1.4311)
H (-1.8001, -3.2717, -4.3259)
H (-4.1834, 0.3929, -0.7789)
H (-5.2457, 2.0902, 0.3515)
H (-4.6718, 3.1749, 2.3160)
H (-2.6265, 3.1045, 3.5285)
H (-0.8119, -0.4562, 1.6612)
Se (1.8579, -1.0618, 2.1319)
N (1.3585, -1.5966, 0.4564)
C (1.3567, -2.9331, 0.4383)
C (1.1078, -3.7702, -0.6860)
C (1.1271, -5.1156, -0.5123)
C (1.3980, -5.7176, 0.7585)
C (1.6850, -4.9624, 1.8427)
C (1.6866, -3.5401, 1.7070)
N (1.9924, -2.7060, 2.6810)
H (0.9591, -3.3398, -1.6617)
H (0.9520, -5.7581, -1.3653)
H (1.3956, -6.7960, 0.8367)
H (1.9255, -5.3933, 2.8043)
C (0.5290, 4.9052, 0.1985)
N (0.0659, 3.8761, 1.1205)
C (-0.7798, 2.9339, 0.8020)
N (-1.3137, 2.8215, -0.3928)
S (-1.2417, 1.7800, 2.1369)
H (1.2754, 5.5073, 0.7062)
H (-0.2966, 5.5499, -0.1067)
H (0.9919, 4.4530, -0.6813)
H (0.4925, 3.8260, 2.0369)
H (-1.0272, 3.4244, -1.1497)
H (-1.9355, 2.0491, -0.5926)

As for the HOMO-LUMO gap (spin up / spin down): 6.3335 / 5.8626 eV. As for the expectation value of S²: 3.784. The multiplicity is 4. The HOMO energy (spin up / spin down) is -10.33 / -10.51 eV. As for the charge: +1. As for the LUMO energy (spin up / spin down): -4.0 / -4.7 eV. The molecular weight is 1148.7 g mol⁻¹. As for the total energy: -15376.10771 Ha.

Results of the natural (NBO) charge analysis, in e, for atoms 1 through 2: atom 1 (Re): 1.508, atom 2 (Br): 0.133

2.
Computed, not measured: a molecular structure, C25H16FeN7O6Se2, with ωB97M-V with the def2-TZVPD basis set.

Atoms and positions in Å:
Fe (-0.1548, -0.3013, -0.2455)
O (-2.3230, 4.6936, -0.1054)
C (-2.8395, 4.0965, -1.1909)
C (-3.7859, 4.8164, -1.9227)
C (-4.3628, 4.2676, -3.0485)
C (-4.0124, 2.9871, -3.4748)
C (-3.0766, 2.2748, -2.7557)
C (-2.4765, 2.8072, -1.6128)
C (-1.4787, 1.9982, -0.8877)
O (-1.1567, 0.8462, -1.3681)
N (-0.9192, 2.4799, 0.1871)
N (0.0100, 1.5984, 0.7054)
C (0.6282, 2.0317, 1.7354)
C (1.6874, 1.2259, 2.3555)
C (2.2536, 1.5542, 3.5802)
C (3.2263, 0.7015, 4.0838)
C (3.5770, -0.4260, 3.3597)
C (2.9447, -0.6647, 2.1446)
N (2.0355, 0.1559, 1.6500)
H (-1.6913, 4.0659, 0.3142)
H (-4.0497, 5.8067, -1.5774)
H (-5.0969, 4.8401, -3.6010)
H (-4.4688, 2.5578, -4.3559)
H (-2.7856, 1.2783, -3.0602)
H (0.3591, 2.9964, 2.1540)
H (1.9302, 2.4303, 4.1251)
H (3.6918, 0.9088, 5.0382)
H (4.3159, -1.1211, 3.7335)
H (3.1495, -1.5560, 1.5622)
Se (1.7619, -3.3289, -6.8787)
N (2.5244, -2.1068, -5.8256)
C (1.7556, -1.9652, -4.7815)
C (2.0491, -1.0484, -3.6901)
C (3.1713, -0.2214, -3.6338)
C (3.3340, 0.6032, -2.5390)
C (2.3849, 0.5926, -1.5207)
N (1.3171, -0.1912, -1.5707)
C (1.1470, -0.9949, -2.6310)
C (-0.0486, -1.8211, -2.6008)
N (-0.8261, -1.6646, -1.5215)
C (-1.9439, -2.3612, -1.4099)
C (-2.3259, -3.2707, -2.3975)
C (-1.5360, -3.4484, -3.5114)
C (-0.3590, -2.7029, -3.6279)
C (0.5614, -2.7851, -4.7514)
N (0.3838, -3.5762, -5.7729)
H (3.8881, -0.2442, -4.4432)
H (4.1871, 1.2606, -2.4541)
H (2.4749, 1.2138, -0.6407)
H (-2.5259, -2.1999, -0.5129)
H (-3.2410, -3.8292, -2.2658)
H (-1.8032, -4.1466, -4.2928)
O (0.4835, -1.8701, 0.6683)
Se (-0.7935, -1.8945, 1.8035)
O (-0.2451, -1.5836, 3.2768)
O (-1.5325, -0.5519, 1.0705)
O (-1.7114, -3.1993, 1.5957)

As for the HOMO-LUMO gap (spin up / spin down): 6.8535 / 6.8460 eV. As for the expectation value of S²: 0.772. The multiplicity is 2. The HOMO energy (spin up / spin down) is -8.27 / -8.26 eV. As for the charge: 0. As for the LUMO energy (spin up / spin down): -1.4 / -1.4 eV. The molecular weight is 724.2 g mol⁻¹. As for the total energy: -7863.58474 Ha.

Results of the natural (NBO) charge analysis, in e, for atoms 1 through 2: atom 1 (Fe): 1.245, atom 2 (O): -0.679

3.
Computed, not measured: a molecular structure, C25H16MnN10, with ωB97M-V with the def2-TZVPD basis set.

Atoms and positions in Å:
Mn (0.0415, -0.0479, -1.1109)
C (3.9543, -0.0933, -2.6076)
C (4.8037, -0.0503, -1.5035)
C (4.2520, -0.0206, -0.2469)
C (2.8600, -0.0238, -0.0848)
N (2.0469, -0.0605, -1.1471)
C (2.6030, -0.1052, -2.3760)
N (2.4142, 0.0181, 1.2358)
C (1.1787, 0.0372, 1.5684)
N (0.0488, 0.0421, 0.7833)
C (-1.0693, 0.0774, 1.5775)
N (-2.3108, 0.1020, 1.2585)
C (-2.7680, 0.0613, -0.0530)
C (-4.1649, 0.0818, -0.2012)
C (-4.7335, 0.0421, -1.4480)
C (-3.8978, -0.0299, -2.5644)
C (-2.5441, -0.0582, -2.3475)
N (-1.9706, 0.0035, -1.1251)
C (-0.6273, 0.1009, 3.0036)
C (-1.3502, 0.1366, 4.1759)
C (-0.6266, 0.1499, 5.3664)
C (0.7668, 0.1283, 5.3611)
C (1.4809, 0.0924, 4.1655)
C (0.7491, 0.0786, 2.9983)
H (4.3325, -0.1309, -3.6190)
H (5.8783, -0.0502, -1.6315)
H (4.8550, -0.0019, 0.6495)
H (1.9062, -0.1662, -3.2035)
H (-4.7558, 0.1205, 0.7025)
H (-5.8095, 0.0541, -1.5621)
H (-4.2891, -0.0856, -3.5702)
H (-1.8568, -0.1482, -3.1820)
H (-2.4323, 0.1486, 4.1617)
H (-1.1522, 0.1717, 6.3124)
H (1.3000, 0.1347, 6.3032)
H (2.5628, 0.0710, 4.1434)
N (-1.0517, 2.7676, -1.6694)
C (-0.8656, 4.0367, -1.2807)
C (0.4286, 4.1319, -0.8189)
C (0.9548, 2.8428, -0.9766)
N (0.0539, 2.0214, -1.5068)
H (-1.8861, 2.3409, -2.0377)
H (-1.6556, 4.7658, -1.3566)
H (0.9208, 5.0022, -0.4218)
H (1.9396, 2.4767, -0.7364)
N (0.0024, -1.9499, -1.6788)
C (-0.0352, -3.0974, -1.5148)
C (-0.0740, -4.4726, -1.3363)
C (0.4685, -5.3096, -2.3459)
N (0.9159, -5.9722, -3.1783)
C (-0.6565, -4.9868, -0.1492)
N (-1.1355, -5.3774, 0.8258)

As for the HOMO-LUMO gap (spin up / spin down): 6.6165 / 6.6390 eV. As for the expectation value of S²: 1.142. The multiplicity is 2. The HOMO energy (spin up / spin down) is -7.47 / -7.50 eV. As for the charge: 0. As for the LUMO energy (spin up / spin down): -0.9 / -0.9 eV. The molecular weight is 511.4 g mol⁻¹. As for the total energy: -2660.86456 Ha.

Results of the natural (NBO) charge analysis, in e, for atoms 1 through 2: atom 1 (Mn): 0.986, atom 2 (C): -0.264

4.
Computed, not measured: a molecular structure, C25H16N4PmS at a distorted geometry, with ωB97M-V with the def2-TZVPD basis set.

Atoms and positions in Å:
Pm (-0.7776, -0.3072, -0.6762)
N (-9.1885, -4.6032, -1.5386)
C (-8.1564, -4.2123, -1.2198)
C (-6.8779, -3.6992, -0.8263)
C (-6.4188, -3.8679, 0.4776)
C (-5.1904, -3.3509, 0.8510)
C (-4.4057, -2.6744, -0.0760)
C (-4.8675, -2.5139, -1.3833)
C (-6.0971, -3.0179, -1.7598)
C (-3.0842, -2.0935, 0.2912)
C (-3.1098, -0.9395, 1.0950)
C (-4.2190, -0.3894, 1.7947)
C (-3.7723, 0.7428, 2.4352)
C (-2.4208, 0.8946, 2.0753)
N (-2.0036, -0.0959, 1.2843)
C (-1.9501, -2.7491, -0.2468)
C (-1.9653, -3.8885, -1.1073)
C (-0.6605, -4.2528, -1.3276)
C (0.1337, -3.3425, -0.6069)
N (-0.6060, -2.4514, 0.0617)
H (-7.0264, -4.4087, 1.1901)
H (-4.8288, -3.4914, 1.8618)
H (-4.2534, -1.9800, -2.0973)
H (-6.4598, -2.8941, -2.7709)
H (-5.2122, -0.8060, 1.8302)
H (-4.3384, 1.4040, 3.0704)
H (-1.7450, 1.6859, 2.3686)
H (-2.8401, -4.3809, -1.4977)
H (-0.3065, -5.0820, -1.9177)
H (1.2111, -3.3508, -0.5194)
S (0.9593, -2.1703, -4.6653)
C (-0.7130, -2.4130, -4.8454)
C (-1.4343, -1.7611, -3.8896)
C (-0.6536, -0.9909, -2.9772)
C (0.6928, -1.1292, -3.2949)
C (1.8206, -0.4788, -2.6262)
C (3.0946, -0.4207, -3.1982)
C (4.1191, 0.2268, -2.5409)
C (3.8678, 0.8198, -1.3080)
C (2.5986, 0.7184, -0.7903)
N (1.5918, 0.0854, -1.4127)
H (-1.0857, -3.0391, -5.6422)
H (-2.5154, -1.8088, -3.8723)
H (3.2558, -0.8762, -4.1651)
H (5.1062, 0.2803, -2.9799)
H (4.6380, 1.3466, -0.7643)
H (2.3657, 1.1511, 0.1766)

As for the HOMO-LUMO gap (spin up / spin down): 6.8485 / 6.8536 eV. As for the expectation value of S²: 6.008. The multiplicity is 5. The HOMO energy (spin up / spin down) is -11.19 / -11.20 eV. As for the charge: +1. As for the LUMO energy (spin up / spin down): -4.3 / -4.3 eV. The molecular weight is 549.5 g mol⁻¹. As for the total energy: -2187.63071 Ha.

Results of the Löwdin charge analysis, in e, for atoms 1 through 2: atom 1 (Pm): 1.877, atom 2 (N): 0.180

Please write out number 3 again, unchanged.
Computed, not measured: a molecular structure, C25H16MnN10, with ωB97M-V with the def2-TZVPD basis set.

Atoms and positions in Å:
Mn (0.0415, -0.0479, -1.1109)
C (3.9543, -0.0933, -2.6076)
C (4.8037, -0.0503, -1.5035)
C (4.2520, -0.0206, -0.2469)
C (2.8600, -0.0238, -0.0848)
N (2.0469, -0.0605, -1.1471)
C (2.6030, -0.1052, -2.3760)
N (2.4142, 0.0181, 1.2358)
C (1.1787, 0.0372, 1.5684)
N (0.0488, 0.0421, 0.7833)
C (-1.0693, 0.0774, 1.5775)
N (-2.3108, 0.1020, 1.2585)
C (-2.7680, 0.0613, -0.0530)
C (-4.1649, 0.0818, -0.2012)
C (-4.7335, 0.0421, -1.4480)
C (-3.8978, -0.0299, -2.5644)
C (-2.5441, -0.0582, -2.3475)
N (-1.9706, 0.0035, -1.1251)
C (-0.6273, 0.1009, 3.0036)
C (-1.3502, 0.1366, 4.1759)
C (-0.6266, 0.1499, 5.3664)
C (0.7668, 0.1283, 5.3611)
C (1.4809, 0.0924, 4.1655)
C (0.7491, 0.0786, 2.9983)
H (4.3325, -0.1309, -3.6190)
H (5.8783, -0.0502, -1.6315)
H (4.8550, -0.0019, 0.6495)
H (1.9062, -0.1662, -3.2035)
H (-4.7558, 0.1205, 0.7025)
H (-5.8095, 0.0541, -1.5621)
H (-4.2891, -0.0856, -3.5702)
H (-1.8568, -0.1482, -3.1820)
H (-2.4323, 0.1486, 4.1617)
H (-1.1522, 0.1717, 6.3124)
H (1.3000, 0.1347, 6.3032)
H (2.5628, 0.0710, 4.1434)
N (-1.0517, 2.7676, -1.6694)
C (-0.8656, 4.0367, -1.2807)
C (0.4286, 4.1319, -0.8189)
C (0.9548, 2.8428, -0.9766)
N (0.0539, 2.0214, -1.5068)
H (-1.8861, 2.3409, -2.0377)
H (-1.6556, 4.7658, -1.3566)
H (0.9208, 5.0022, -0.4218)
H (1.9396, 2.4767, -0.7364)
N (0.0024, -1.9499, -1.6788)
C (-0.0352, -3.0974, -1.5148)
C (-0.0740, -4.4726, -1.3363)
C (0.4685, -5.3096, -2.3459)
N (0.9159, -5.9722, -3.1783)
C (-0.6565, -4.9868, -0.1492)
N (-1.1355, -5.3774, 0.8258)

As for the HOMO-LUMO gap (spin up / spin down): 6.6165 / 6.6390 eV. As for the expectation value of S²: 1.142. The multiplicity is 2. The HOMO energy (spin up / spin down) is -7.47 / -7.50 eV. As for the charge: 0. As for the LUMO energy (spin up / spin down): -0.9 / -0.9 eV. The molecular weight is 511.4 g mol⁻¹. As for the total energy: -2660.86456 Ha.

Results of the natural (NBO) charge analysis, in e, for atoms 1 through 2: atom 1 (Mn): 0.986, atom 2 (C): -0.264

Repeat the second record exactly.
Computed, not measured: a molecular structure, C25H16FeN7O6Se2, with ωB97M-V with the def2-TZVPD basis set.

Atoms and positions in Å:
Fe (-0.1548, -0.3013, -0.2455)
O (-2.3230, 4.6936, -0.1054)
C (-2.8395, 4.0965, -1.1909)
C (-3.7859, 4.8164, -1.9227)
C (-4.3628, 4.2676, -3.0485)
C (-4.0124, 2.9871, -3.4748)
C (-3.0766, 2.2748, -2.7557)
C (-2.4765, 2.8072, -1.6128)
C (-1.4787, 1.9982, -0.8877)
O (-1.1567, 0.8462, -1.3681)
N (-0.9192, 2.4799, 0.1871)
N (0.0100, 1.5984, 0.7054)
C (0.6282, 2.0317, 1.7354)
C (1.6874, 1.2259, 2.3555)
C (2.2536, 1.5542, 3.5802)
C (3.2263, 0.7015, 4.0838)
C (3.5770, -0.4260, 3.3597)
C (2.9447, -0.6647, 2.1446)
N (2.0355, 0.1559, 1.6500)
H (-1.6913, 4.0659, 0.3142)
H (-4.0497, 5.8067, -1.5774)
H (-5.0969, 4.8401, -3.6010)
H (-4.4688, 2.5578, -4.3559)
H (-2.7856, 1.2783, -3.0602)
H (0.3591, 2.9964, 2.1540)
H (1.9302, 2.4303, 4.1251)
H (3.6918, 0.9088, 5.0382)
H (4.3159, -1.1211, 3.7335)
H (3.1495, -1.5560, 1.5622)
Se (1.7619, -3.3289, -6.8787)
N (2.5244, -2.1068, -5.8256)
C (1.7556, -1.9652, -4.7815)
C (2.0491, -1.0484, -3.6901)
C (3.1713, -0.2214, -3.6338)
C (3.3340, 0.6032, -2.5390)
C (2.3849, 0.5926, -1.5207)
N (1.3171, -0.1912, -1.5707)
C (1.1470, -0.9949, -2.6310)
C (-0.0486, -1.8211, -2.6008)
N (-0.8261, -1.6646, -1.5215)
C (-1.9439, -2.3612, -1.4099)
C (-2.3259, -3.2707, -2.3975)
C (-1.5360, -3.4484, -3.5114)
C (-0.3590, -2.7029, -3.6279)
C (0.5614, -2.7851, -4.7514)
N (0.3838, -3.5762, -5.7729)
H (3.8881, -0.2442, -4.4432)
H (4.1871, 1.2606, -2.4541)
H (2.4749, 1.2138, -0.6407)
H (-2.5259, -2.1999, -0.5129)
H (-3.2410, -3.8292, -2.2658)
H (-1.8032, -4.1466, -4.2928)
O (0.4835, -1.8701, 0.6683)
Se (-0.7935, -1.8945, 1.8035)
O (-0.2451, -1.5836, 3.2768)
O (-1.5325, -0.5519, 1.0705)
O (-1.7114, -3.1993, 1.5957)

As for the HOMO-LUMO gap (spin up / spin down): 6.8535 / 6.8460 eV. As for the expectation value of S²: 0.772. The multiplicity is 2. The HOMO energy (spin up / spin down) is -8.27 / -8.26 eV. As for the charge: 0. As for the LUMO energy (spin up / spin down): -1.4 / -1.4 eV. The molecular weight is 724.2 g mol⁻¹. As for the total energy: -7863.58474 Ha.

Results of the natural (NBO) charge analysis, in e, for atoms 1 through 2: atom 1 (Fe): 1.245, atom 2 (O): -0.679

- What is the multiplicity in the third record?
  2